{"formula": "C16H24I2N3O2S3", "method": "ωB97M-V/def2-TZVPD", "mol_weight_g_mol": 640.40, "charge": 1, "e_above_lowest_kj_mol": 0.0, "fmax_ev_per_a": 1.6, "e_homo_ha": -0.390, "species": ["C", "C", "N", "C", "C", "C", "S", "S", "C", "C", "C", "N", "C", "C", "S", "C", "C", "I", "C", "C", "I", "C", "C", "O", "N", "O", "H", "H", "H", "H", "H", "H", "H", "H", "H", "H", "H", "H", "H", "H", "H", "H", "H", "H", "H", "H", "H", "H", "H", "H"], "xyz": [[-3.19499, 1.01990, -4.80576], [-3.64518, 0.83424, -3.37494], [-2.76455, -0.09224, -2.65831], [-1.44329, 0.52982, -2.43826], [-0.36178, -0.08837, -3.35081], [-3.32278, -0.55820, -1.46577], [-4.29155, 0.30188, -0.49959], [-3.05447, -2.27908, -1.08781], [-1.47736, -2.40943, -0.15744], [-1.75671, -2.85805, 1.27515], [-0.68672, -2.65615, 2.38244], [0.38714, -1.64901, 2.21554], [1.63165, -2.07371, 1.95754], [2.68703, -1.22572, 1.80401], [4.27001, -1.93489, 1.52569], [2.48816, 0.15471, 1.94164], [3.61817, 1.14473, 1.80598], [4.51605, 1.01474, -0.15903], [3.27420, 2.61502, 2.09792], [4.54404, 3.46820, 2.03275], [1.89504, 3.49821, 0.69857], [1.21620, 0.55960, 2.26087], [0.17848, -0.34067, 2.37768], [-1.06379, -0.00894, 2.71299], [-1.43640, 1.39391, 2.25983], [-2.32080, 1.75034, 2.85632], [-2.31861, 1.65053, -4.87760], [-2.96214, 0.06678, -5.26005], [-3.97297, 1.50049, -5.37613], [-4.66046, 0.47195, -3.39176], [-3.67898, 1.81498, -2.91229], [-1.49441, 1.58478, -2.66209], [-1.14308, 0.43135, -1.40535], [0.38083, -0.61706, -2.77334], [-0.85403, -0.75460, -4.03896], [0.11402, 0.67200, -3.94807], [-0.93057, -1.48381, -0.26826], [-0.94857, -3.19840, -0.66592], [-2.71130, -2.50820, 1.62850], [-1.84951, -3.93129, 1.21206], [-0.19593, -3.60131, 2.52802], [-1.16372, -2.39929, 3.31196], [1.77247, -3.13101, 1.88061], [3.90867, -2.94781, 0.73542], [4.35748, 0.88178, 2.55049], [2.89327, 2.71868, 3.10314], [4.47756, 4.29977, 2.71445], [5.43125, 2.88078, 2.22534], [4.66933, 3.89963, 1.05561], [0.99362, 1.58843, 2.42704]]}